Formula: C9H15Br2ClNO6PPbS
Source: the Open Molecules 2025 dataset
Level of theory: ωB97M-V/def2-TZVPD

Summary:
net charge: +2
E_HOMO: -15.66 eV
spin multiplicity: 1
strongest force on any atom: 6.5 eV/Å
Kohn-Sham gap: 6.128 eV

CARTESIAN COORDINATES (ANGSTROEM)
C: 2.84 1.75 1.63
C: 2.91 1.67 0.07
Br: 4.60 2.08 -0.83
C: 1.79 1.32 -0.68
Br: 2.12 1.22 -2.66
C: 0.34 0.96 -0.15
P: -0.82 1.90 -1.40
O: -0.15 3.39 -1.82
O: -1.13 0.87 -2.75
O: -0.13 1.50 1.08
S: -0.28 0.44 2.36
O: 0.76 0.43 3.41
O: -1.58 0.42 3.08
O: 0.03 -0.94 1.42
C: 0.05 -0.62 0.01
C: 1.30 -1.53 -0.46
N: 1.11 -2.97 -0.25
C: -1.35 -1.20 -0.50
C: -2.64 -0.48 0.09
C: -3.30 -1.36 1.22
Cl: -4.25 -2.74 0.53
H: 2.94 0.71 2.05
H: 1.98 2.33 2.04
H: 3.78 2.29 1.97
H: 0.25 3.38 -2.71
H: -1.02 1.35 -3.60
H: 1.41 -1.37 -1.59
H: 2.24 -1.25 0.09
H: 0.94 -3.20 0.73
H: 0.38 -3.36 -0.85
H: -1.44 -1.27 -1.65
H: -1.40 -2.27 -0.14
H: -3.42 -0.39 -0.73
H: -2.45 0.58 0.43
H: -2.50 -1.72 1.92
H: -4.02 -0.70 1.79
Pb: 0.10 -1.25 -3.13

=====

Formula: C25H54BClN2O4P
Source: the Open Molecules 2025 dataset
Level of theory: ωB97M-V/def2-TZVPD

Summary:
net charge: -1
E_HOMO: -1.43 eV
spin multiplicity: 1
strongest force on any atom: 4.3 eV/Å
Kohn-Sham gap: 1.977 eV

CARTESIAN COORDINATES (ANGSTROEM)
C: 14.05 -3.93 0.78
C: 12.67 -3.36 1.46
C: 12.78 -1.70 1.52
C: 12.44 -1.05 0.02
C: 11.27 0.08 0.23
C: 10.03 -0.02 -0.87
C: 9.12 1.36 -0.61
C: 7.88 1.53 -1.67
C: 6.46 0.88 -1.15
C: 5.29 1.99 -0.82
C: 3.76 1.35 -1.01
C: 2.60 2.22 -0.24
C: 1.21 1.35 0.01
C: 0.17 2.05 1.08
C: -1.24 2.57 0.41
C: -2.50 1.55 0.62
C: -3.96 2.31 0.87
C: -5.07 1.19 1.35
C: -6.62 1.80 1.35
C: -7.54 1.21 0.13
P: -8.69 -0.26 0.64
Cl: -7.53 -1.99 1.04
C: -9.92 -0.48 -0.85
C: -10.27 -2.04 -1.18
C: -11.67 -2.58 -0.43
C: -13.02 -2.30 -1.32
N: -13.23 -3.24 -2.49
B: -9.80 0.25 2.16
N: -10.57 -0.81 2.99
O: -9.87 1.72 2.45
H: 14.55 -3.04 0.20
H: 13.75 -4.76 -0.03
H: 14.80 -4.42 1.55
H: 12.63 -3.77 2.56
H: 11.72 -3.70 0.85
H: 13.85 -1.33 1.87
H: 12.01 -1.36 2.34
H: 12.18 -1.90 -0.74
H: 13.43 -0.45 -0.27
H: 11.75 1.15 0.05
H: 10.76 0.08 1.28
H: 9.36 -0.98 -0.64
H: 10.40 -0.10 -1.98
H: 8.76 1.26 0.52
H: 9.91 2.25 -0.71
H: 7.80 2.70 -1.91
H: 8.22 1.00 -2.68
H: 6.05 0.20 -2.04
H: 6.73 0.20 -0.21
H: 5.44 2.89 -1.59
H: 5.46 2.44 0.25
H: 3.78 0.20 -0.70
H: 3.57 1.40 -2.19
H: 2.28 3.10 -0.99
H: 2.99 2.76 0.74
H: 0.61 1.14 -0.97
H: 1.53 0.31 0.46
H: -0.08 1.29 1.95
H: 0.70 2.98 1.61
H: -1.50 3.62 0.90
H: -1.03 2.73 -0.75
H: -2.33 0.79 1.51
H: -2.63 0.97 -0.42
H: -3.89 3.16 1.69
H: -4.33 2.76 -0.16
H: -4.83 0.83 2.45
H: -5.05 0.32 0.56
H: -7.08 1.67 2.42
H: -6.50 2.96 1.17
H: -6.89 0.83 -0.79
H: -8.24 2.09 -0.26
H: -9.54 0.12 -1.79
H: -10.95 0.04 -0.54
H: -10.51 -2.09 -2.35
H: -9.38 -2.77 -0.96
H: -11.74 -1.94 0.57
H: -11.59 -3.71 -0.11
H: -13.94 -2.46 -0.58
H: -13.09 -1.18 -1.68
H: -12.59 -3.04 -3.29
H: -13.23 -4.25 -2.21
H: -11.55 -0.74 2.59
H: -10.26 -1.78 2.68
H: -10.74 1.92 2.93
C: -2.46 -1.06 -2.14
O: -2.87 -2.14 -1.76
O: -1.35 -0.58 -1.88
O: -3.10 -0.26 -2.84

=====

Formula: C28H17Cl52F3N2O2
Source: the Open Molecules 2025 dataset
Level of theory: ωB97M-V/def2-TZVPD

Summary:
E_HOMO: -9.01 eV
spin multiplicity: 1
strongest force on any atom: 4.5 eV/Å
Kohn-Sham gap: 8.374 eV

CARTESIAN COORDINATES (ANGSTROEM)
C: 0.84 -1.04 2.48
C: 1.78 -1.59 1.31
C: 1.07 -1.18 -0.08
C: 0.80 -2.53 -0.85
O: -0.10 -2.41 -2.00
C: 0.46 -1.40 -2.83
N: 1.68 -1.68 -3.36
C: 2.10 -0.57 -4.11
C: 3.46 -0.66 -4.77
C: 4.04 0.40 -5.56
C: 3.27 1.67 -5.78
C: 1.96 1.78 -5.15
C: 1.36 0.69 -4.30
N: 0.12 0.92 -3.72
C: -0.34 -0.13 -2.99
C: -1.74 -0.02 -2.30
C: -2.55 1.28 -2.67
O: -2.70 1.51 -4.06
C: -4.03 1.17 -2.08
F: -4.10 1.49 -0.74
F: -4.89 1.96 -2.83
F: -4.54 -0.13 -2.20
H: 1.35 -0.94 3.48
H: 0.49 -0.01 2.17
H: -0.07 -1.70 2.50
H: 1.99 -2.69 1.37
H: 2.75 -1.02 1.39
H: 1.81 -0.50 -0.60
H: 0.09 -0.68 0.15
H: 1.75 -3.04 -1.16
H: 0.29 -3.23 -0.12
H: 4.06 -1.61 -4.64
H: 5.07 0.22 -5.97
H: 3.73 2.47 -6.40
H: 1.41 2.74 -5.29
H: -2.29 -0.98 -2.50
H: -1.54 0.01 -1.18
H: -2.06 2.14 -2.13
H: -2.67 0.66 -4.55
C: -3.29 -4.52 -2.72
Cl: -1.86 -4.73 -1.71
Cl: -2.97 -5.16 -4.35
Cl: -4.66 -5.39 -2.01
Cl: -3.66 -2.80 -2.83
C: -6.89 4.35 -4.85
Cl: -7.74 5.26 -6.12
Cl: -5.31 3.84 -5.45
Cl: -6.68 5.39 -3.42
Cl: -7.85 2.92 -4.41
C: 0.14 2.16 4.85
Cl: 1.77 1.72 4.28
Cl: 0.19 3.76 5.60
Cl: -0.97 2.19 3.47
Cl: -0.41 0.96 6.03
C: 6.20 -3.59 -2.33
Cl: 6.50 -2.86 -0.75
Cl: 5.28 -2.44 -3.32
Cl: 7.74 -3.97 -3.12
Cl: 5.26 -5.08 -2.13
C: -8.12 -0.69 -0.99
Cl: -9.31 -0.77 0.32
Cl: -8.89 -0.04 -2.45
Cl: -6.78 0.35 -0.52
Cl: -7.51 -2.32 -1.33
C: -0.79 -5.23 3.70
Cl: 0.65 -6.27 3.82
Cl: -2.10 -5.93 4.67
Cl: -0.40 -3.61 4.31
Cl: -1.30 -5.12 2.01
C: 8.94 0.22 1.20
Cl: 7.33 -0.38 1.66
Cl: 9.41 -0.48 -0.36
Cl: 8.90 1.98 1.07
Cl: 10.12 -0.26 2.44
C: -8.50 2.73 -9.65
Cl: -9.43 1.26 -10.00
Cl: -8.06 2.75 -7.94
Cl: -7.03 2.74 -10.64
Cl: -9.49 4.15 -10.03
C: 4.13 -2.18 5.41
Cl: 3.21 -3.65 5.04
Cl: 4.53 -2.16 7.14
Cl: 5.62 -2.17 4.45
Cl: 3.17 -0.74 5.00
C: -0.86 7.85 6.94
Cl: -2.09 7.78 8.21
Cl: -1.56 8.57 5.47
Cl: 0.51 8.84 7.48
Cl: -0.29 6.21 6.58
C: 8.82 -2.52 8.43
Cl: 10.45 -2.94 7.87
Cl: 8.83 -0.90 9.15
Cl: 7.70 -2.54 7.05
Cl: 8.28 -3.70 9.64
C: 0.17 -8.35 -3.51
Cl: -0.83 -6.96 -3.98
Cl: 1.59 -8.45 -4.57
Cl: 0.70 -8.15 -1.83
Cl: -0.78 -9.84 -3.65
C: -2.78 11.52 9.95
Cl: -2.78 13.29 10.08
Cl: -2.82 10.80 11.57
Cl: -4.22 11.00 9.05
Cl: -1.32 10.98 9.10

=====

Formula: C5H8O2
Source: the Open Molecules 2025 dataset
Level of theory: ωB97M-V/def2-TZVPD

Summary:
SMILES: C=C1OCC[C@H]1O
E_HOMO: -9.18 eV
spin multiplicity: 1
strongest force on any atom: 1.7 eV/Å
energy above the lowest of the compared OMol25 structures with the same formula, charge and spin: 42.2 kcal/mol
Kohn-Sham gap: 10.074 eV

CARTESIAN COORDINATES (ANGSTROEM)
O: 0.25 -1.30 -0.22
C: 0.51 -0.50 -1.36
C: 0.03 0.92 -0.98
C: -0.76 0.70 0.31
O: -2.06 0.28 -0.05
C: 0.08 -0.43 0.85
C: 0.88 -0.71 1.86
H: 1.45 -1.53 1.43
H: -0.03 -0.94 -2.20
H: 1.59 -0.53 -1.59
H: -0.59 1.37 -1.76
H: 0.89 1.57 -0.76
H: -0.79 1.58 0.95
H: -2.42 -0.25 0.67
H: 0.98 -0.22 2.83

=====

Formula: C3H3IO
Source: the Open Molecules 2025 dataset
Level of theory: ωB97M-V/def2-TZVPD

Summary:
E_HOMO: -8.38 eV
spin multiplicity: 1
strongest force on any atom: 3.6 eV/Å
energy above the lowest of the compared OMol25 structures with the same formula, charge and spin: 89.0 kcal/mol
Kohn-Sham gap: 8.580 eV

CARTESIAN COORDINATES (ANGSTROEM)
C: -1.33 -0.62 -0.92
C: -0.54 -1.02 -0.09
C: 1.81 1.38 -0.77
O: 0.73 1.63 -0.25
I: 2.77 -0.39 -0.16
H: -1.66 0.11 -1.72
H: -0.22 -1.81 0.49
H: 0.27 0.90 0.23

=====

Formula: CH3NOSi
Source: the Open Molecules 2025 dataset
Level of theory: ωB97M-V/def2-TZVPD

Summary:
E_HOMO: -7.91 eV
spin multiplicity: 1
strongest force on any atom: 2.9 eV/Å
energy above the lowest of the compared OMol25 structures with the same formula, charge and spin: 51.6 kcal/mol
Kohn-Sham gap: 8.091 eV

CARTESIAN COORDINATES (ANGSTROEM)
C: -3.40 0.64 -0.26
N: -2.56 0.13 0.30
O: 0.52 -0.67 -1.05
Si: 1.13 0.42 0.01
H: -0.02 -1.44 -1.08
H: 0.31 0.52 1.23
H: -4.21 1.24 -0.64

=====

Formula: C7H19AlFO4PS
Source: the Open Molecules 2025 dataset
Level of theory: ωB97M-V/def2-TZVPD

Summary:
net charge: +2
E_HOMO: -15.49 eV
spin multiplicity: 1
strongest force on any atom: 4.1 eV/Å
Kohn-Sham gap: 5.122 eV

CARTESIAN COORDINATES (ANGSTROEM)
C: -2.01 -2.56 0.69
C: -0.68 -3.05 1.23
C: 0.52 -2.63 0.40
O: 1.39 -1.71 1.10
C: 1.71 -0.53 0.68
P: 0.45 0.90 1.65
C: -0.09 1.68 -0.16
O: -0.92 0.91 -0.94
C: -0.53 0.86 -2.32
C: -0.75 2.16 -3.04
S: 2.10 2.44 1.79
O: 2.62 2.32 3.09
O: 1.47 3.65 1.41
F: 3.19 2.13 0.71
H: -2.81 -3.20 1.04
H: -2.25 -1.55 1.00
H: -2.00 -2.58 -0.40
H: -0.70 -4.12 1.33
H: -0.53 -2.62 2.21
H: 0.26 -2.24 -0.58
H: 1.14 -3.50 0.24
H: 2.68 -0.26 1.06
H: 1.63 -0.37 -0.40
H: 0.98 0.36 2.88
H: -0.33 1.87 2.35
H: -0.63 -0.03 1.66
H: -0.63 2.56 0.16
H: 0.85 1.95 -0.64
H: -1.20 0.12 -2.81
H: 0.48 0.51 -2.45
H: -1.78 2.25 -3.37
H: -0.54 3.02 -2.42
H: -0.13 2.22 -3.92
Al: -2.98 -0.96 -3.24

=====

Formula: C6H7NO3S
Source: the Open Molecules 2025 dataset
Level of theory: ωB97M-V/def2-TZVPD

Summary:
E_HOMO: -8.94 eV
spin multiplicity: 1
strongest force on any atom: 4.2 eV/Å
energy above the lowest of the compared OMol25 structures with the same formula, charge and spin: 64.6 kcal/mol
Kohn-Sham gap: 9.607 eV

CARTESIAN COORDINATES (ANGSTROEM)
C: 2.56 -0.35 -0.11
C: 1.91 -1.52 0.03
C: -0.35 -0.06 -0.28
C: 0.59 0.87 -0.23
C: -2.45 -0.04 -0.15
C: 0.28 2.38 -0.19
N: -2.70 -1.21 0.39
O: -2.88 0.98 -0.46
O: -0.50 -2.33 0.81
O: 1.95 0.82 -0.40
S: 0.20 -1.80 -0.39
H: 3.69 -0.35 0.16
H: 2.45 -2.29 0.56
H: 0.98 2.86 0.42
H: -0.74 2.67 -0.02
H: 0.54 2.79 -1.25
H: -1.90 -1.86 0.54
H: -3.63 -1.55 0.56

=====

Formula: C22H32F4NO5PReS
Source: the Open Molecules 2025 dataset
Level of theory: ωB97M-V/def2-TZVPD

Summary:
net charge: +2
E_HOMO (alpha / beta): -14.33 / -14.55 eV
spin multiplicity: 4
strongest force on any atom: 2.0 eV/Å
energy above the lowest of the compared OMol25 structures with the same formula, charge and spin: 25.0 kcal/mol
Kohn-Sham gap (alpha / beta): 8.080 / 6.701 eV

CARTESIAN COORDINATES (ANGSTROEM)
Re: 0.69 -0.67 0.42
C: 0.17 -0.93 3.87
O: 0.88 -0.23 2.84
C: 1.51 0.95 3.34
C: 2.42 1.49 2.27
O: 1.68 1.49 1.04
C: 2.38 2.19 0.00
H: 0.85 -1.20 4.68
H: -0.26 -1.83 3.44
H: -0.63 -0.29 4.28
H: 2.11 0.71 4.23
H: 0.74 1.68 3.62
H: 3.31 0.87 2.15
H: 2.71 2.51 2.52
H: 2.56 3.22 0.31
H: 1.75 2.18 -0.89
H: 3.33 1.70 -0.22
F: -0.54 -6.89 -0.17
C: -0.01 -5.80 0.37
F: 1.33 -5.93 0.39
F: -0.43 -5.70 1.64
C: -0.41 -4.56 -0.40
C: -1.26 -4.61 -1.49
C: -1.58 -3.44 -2.17
C: -1.06 -2.25 -1.74
N: -0.24 -2.19 -0.68
C: 0.10 -3.32 -0.02
S: 1.17 -2.92 1.29
H: -1.67 -5.57 -1.80
H: -2.24 -3.47 -3.03
H: -1.29 -1.32 -2.24
F: 5.72 -0.43 -3.10
C: 4.63 -0.55 -2.36
C: 3.39 -0.28 -2.94
C: 2.26 -0.39 -2.16
C: 2.35 -0.76 -0.81
C: 3.60 -1.05 -0.27
C: 4.75 -0.94 -1.03
H: 3.35 -0.01 -3.99
H: 1.29 -0.20 -2.61
H: 3.69 -1.39 0.76
H: 5.72 -1.17 -0.63
C: -1.68 4.59 0.96
C: -0.89 3.31 1.14
O: -1.04 2.51 -0.07
P: -0.98 0.95 -0.26
O: -1.71 0.79 -1.65
C: -1.70 1.74 -2.77
C: -2.93 1.47 -3.61
O: -1.92 0.21 0.79
C: -3.38 0.16 0.84
C: -3.97 1.46 1.35
H: -1.66 5.16 1.88
H: -2.72 4.37 0.71
H: -1.25 5.19 0.16
H: -1.26 2.73 1.99
H: 0.16 3.52 1.28
H: -0.79 1.57 -3.34
H: -1.70 2.75 -2.38
H: -2.89 0.47 -4.05
H: -2.98 2.20 -4.41
H: -3.83 1.55 -3.01
H: -3.61 -0.67 1.50
H: -3.74 -0.07 -0.16
H: -3.53 1.73 2.30
H: -5.04 1.33 1.49
H: -3.82 2.27 0.63

=====

Formula: C3H6BrO2S
Source: the Open Molecules 2025 dataset
Level of theory: ωB97M-V/def2-TZVPD

Summary:
net charge: -1
E_HOMO: -2.99 eV
spin multiplicity: 1
strongest force on any atom: 4.1 eV/Å
energy above the lowest of the compared OMol25 structures with the same formula, charge and spin: 29.2 kcal/mol
Kohn-Sham gap: 5.776 eV

CARTESIAN COORDINATES (ANGSTROEM)
C: -0.33 -0.99 -1.36
C: 1.57 0.15 -0.03
C: 0.91 -0.57 -1.24
O: -3.28 -0.80 2.90
O: -2.89 -0.41 0.52
S: -3.78 -0.22 1.70
Br: 2.14 -0.71 -2.73
H: -1.13 -0.97 -0.66
H: -0.57 -1.74 -2.25
H: -3.60 1.26 2.02
H: 1.64 -0.60 0.75
H: 0.89 1.01 0.38
H: 2.47 0.62 -0.31

=====

Formula: C18H15FeNO
Source: the Open Molecules 2025 dataset
Level of theory: ωB97M-V/def2-TZVPD

Summary:
net charge: -2
E_HOMO (alpha / beta): 1.88 / -0.32 eV
spin multiplicity: 5
strongest force on any atom: 3.9 eV/Å
energy above the lowest of the compared OMol25 structures with the same formula, charge and spin: 24.2 kcal/mol
Kohn-Sham gap (alpha / beta): 3.643 / 5.653 eV

CARTESIAN COORDINATES (ANGSTROEM)
O: -1.61 2.41 0.42
C: -2.74 2.68 -0.04
N: -3.78 3.06 -0.51
C: 0.53 -0.39 -3.57
C: -0.54 -0.63 -2.61
C: -0.15 -1.76 -1.78
C: 1.16 -2.22 -2.23
C: 1.58 -1.37 -3.33
Fe: 1.19 -0.29 -1.71
C: 2.82 0.08 -0.68
C: 2.49 1.20 -1.57
C: 1.13 1.64 -1.25
C: 0.63 0.81 -0.18
C: -0.75 0.77 0.39
C: -0.95 0.32 1.77
C: -2.26 0.03 2.17
C: -2.52 -0.44 3.44
C: -1.48 -0.64 4.36
C: -0.17 -0.34 3.98
C: 0.09 0.17 2.70
C: 1.68 -0.17 0.17
H: 0.50 0.36 -4.36
H: -1.51 -0.13 -2.60
H: -0.76 -2.25 -1.03
H: 1.70 -3.08 -1.85
H: 2.48 -1.48 -3.92
H: 3.78 -0.40 -0.62
H: 3.16 1.66 -2.28
H: 0.62 2.49 -1.66
H: -1.42 0.24 -0.31
H: -3.08 0.23 1.48
H: -3.56 -0.65 3.72
H: -1.68 -1.05 5.35
H: 0.67 -0.50 4.67
H: 1.10 0.50 2.46
H: 1.65 -0.86 1.00

=====

Question: Which formula does entry 8 have?
Answer: C6H7NO3S

=====

Question: Which formula does entry 10 have?
Answer: C3H6BrO2S

=====

Question: What is the spin multiplicity in the tenth record?
Answer: 1

=====

Question: Which formula does entry 6 have?
Answer: CH3NOSi